--- one ---
{"formula": "CH3O3PS", "method": "ωB97M-V/def2-TZVPD", "multiplicity": 1, "elements": ["C", "O", "O", "O", "P", "S", "H", "H", "H"], "coordinates": [[0.21, -0.13, 0.12], [0.32, -0.71, -1.21], [0.32, 1.17, 0.16], [1.04, -0.79, 1.01], [-1.52, -0.87, 0.16], [-2.45, 0.86, -0.25], [1.25, -0.90, -1.36], [-0.69, 1.52, -0.22], [1.53, -0.14, 1.59]]}

---

--- two ---
{"formula": "CH3O3PS", "method": "ωB97M-V/def2-TZVPD", "smiles": "O=P(=S)OCO", "multiplicity": 1, "elements": ["C", "O", "O", "O", "P", "S", "H", "H", "H"], "coordinates": [[-0.91, 0.06, 0.29], [-1.89, -0.40, -0.47], [0.26, -0.76, 0.01], [2.67, -1.32, 0.03], [1.76, -0.21, 0.06], [1.88, 1.68, 0.07], [-0.62, 0.99, -0.06], [-1.10, -0.11, 1.35], [-2.04, 0.06, -1.29]]}

---

Stability comparison, relative energies in kcal/mol: one 40.9; two 0.0

---

--- one ---
{"formula": "H14O6S", "method": "ωB97M-V/def2-TZVPD", "multiplicity": 1, "elements": ["S", "H", "H", "H", "H", "O", "H", "H", "O", "H", "H", "O", "H", "H", "O", "H", "H", "O", "H", "H", "O"], "coordinates": [[-2.44, 3.11, -0.11], [-1.20, 3.50, -0.53], [-2.69, 2.32, -1.18], [-1.26, 0.13, 0.03], [-1.38, 0.86, 1.33], [-1.01, 0.06, 0.96], [1.43, 1.04, -1.86], [1.18, -0.43, -1.25], [0.80, 0.37, -1.61], [1.49, 0.92, 2.67], [0.69, 0.15, 1.65], [1.58, 0.20, 2.05], [3.47, -1.70, 0.04], [2.15, -1.04, 0.46], [2.66, -1.33, -0.32], [-2.10, -0.87, -0.44], [-1.11, 0.08, -1.09], [-2.04, -0.03, -0.88], [-0.41, -2.31, 0.74], [0.29, -2.91, -0.49], [-0.12, -2.12, -0.17]]}

---

--- two ---
{"formula": "H14O6S", "method": "ωB97M-V/def2-TZVPD", "smiles": "O.O.O.O.O.O.S", "multiplicity": 1, "elements": ["S", "H", "H", "H", "H", "O", "H", "H", "O", "H", "H", "O", "H", "H", "O", "H", "H", "O", "H", "H", "O"], "coordinates": [[3.66, 3.61, -3.11], [4.39, 2.67, -3.65], [4.60, 4.13, -2.29], [-0.12, -1.26, -2.22], [-1.36, -0.76, -2.99], [-0.54, -0.46, -2.64], [-0.68, -0.23, 2.81], [-0.87, -1.45, 3.55], [-1.20, -1.04, 2.78], [0.75, 0.96, -0.50], [-0.67, 1.04, -1.02], [-0.10, 1.40, -0.27], [-0.68, 2.46, 2.71], [0.24, 1.63, 1.81], [0.00, 1.70, 2.70], [1.19, -2.89, -0.01], [0.08, -2.09, 0.79], [0.19, -2.78, 0.07], [-2.72, -2.54, -0.18], [-2.86, -2.03, 1.25], [-3.31, -2.06, 0.41]]}

---

--- three ---
{"formula": "H14O6S", "method": "ωB97M-V/def2-TZVPD", "smiles": "O.O.O.O.O.O.S", "multiplicity": 1, "elements": ["S", "H", "H", "H", "H", "O", "H", "H", "O", "H", "H", "O", "H", "H", "O", "H", "H", "O", "H", "H", "O"], "coordinates": [[2.97, 0.44, 5.44], [1.64, 0.26, 5.42], [2.84, 1.16, 6.57], [-1.99, -2.04, -0.96], [-1.09, -1.30, -0.02], [-1.63, -2.09, -0.07], [4.15, 1.32, 1.52], [3.27, 1.50, 2.77], [3.24, 1.34, 1.82], [-4.57, 0.29, -2.97], [-5.18, -0.64, -3.97], [-4.55, -0.64, -3.25], [0.31, 1.98, -1.54], [0.81, 1.63, -0.14], [0.82, 2.34, -0.81], [0.96, -1.32, 0.54], [2.11, -0.35, 0.42], [1.17, -0.44, 0.22], [-1.55, -1.54, -4.30], [-2.27, -1.02, -3.10], [-1.45, -0.89, -3.59]]}

---

--- four ---
{"formula": "H14O6S", "method": "ωB97M-V/def2-TZVPD", "smiles": "O.O.O.O.O.O.S", "multiplicity": 1, "elements": ["S", "H", "H", "H", "H", "O", "H", "H", "O", "H", "H", "O", "H", "H", "O", "H", "H", "O", "H", "H", "O"], "coordinates": [[4.70, 0.55, 3.71], [5.87, 0.99, 4.18], [5.12, -0.71, 3.57], [-0.05, -3.72, 0.30], [-0.35, -2.26, -0.13], [0.03, -3.09, -0.41], [-2.06, 2.28, 0.14], [-1.25, 2.08, -1.12], [-1.92, 2.67, -0.73], [-0.99, 0.37, -2.60], [0.35, -0.36, -3.23], [-0.05, 0.18, -2.56], [-3.96, -1.43, -1.80], [-5.41, -1.69, -1.41], [-4.85, -1.49, -2.17], [0.92, -0.34, 1.49], [0.36, 0.35, 2.69], [0.57, -0.53, 2.37], [0.99, 1.57, -1.41], [0.80, 2.72, -0.38], [1.18, 1.85, -0.50]]}

---

Stability comparison, relative energies in kcal/mol: one 36.4; two 0.0; three 1.7; four 7.9

---

--- one ---
{"formula": "H14O6S", "method": "ωB97M-V/def2-TZVPD", "smiles": "O.O.O.O.O.O.S", "multiplicity": 1, "elements": ["S", "H", "H", "H", "H", "O", "H", "H", "O", "H", "H", "O", "H", "H", "O", "H", "H", "O", "H", "H", "O"], "coordinates": [[2.18, -3.07, 3.01], [3.46, -3.32, 2.80], [2.12, -2.31, 1.90], [-3.09, 4.06, 0.23], [-2.25, 2.90, -0.16], [-2.47, 3.45, 0.58], [0.92, -2.09, -2.06], [0.51, -1.59, -0.80], [1.32, -1.72, -1.28], [2.10, -0.16, -0.21], [2.40, 0.80, 0.87], [2.16, 0.82, -0.08], [0.76, 1.66, -2.91], [0.45, 1.39, -1.46], [0.02, 1.43, -2.31], [-2.20, 0.68, -0.01], [-2.63, -0.63, -0.10], [-1.86, -0.18, 0.25], [-3.70, 1.14, -2.80], [-2.34, 1.79, -2.59], [-3.28, 1.88, -2.33]]}

---

--- two ---
{"formula": "H14O6S", "method": "ωB97M-V/def2-TZVPD", "smiles": "O.O.O.O.O.O.S", "multiplicity": 1, "elements": ["S", "H", "H", "H", "H", "O", "H", "H", "O", "H", "H", "O", "H", "H", "O", "H", "H", "O", "H", "H", "O"], "coordinates": [[3.80, 2.73, 3.80], [3.02, 2.43, 4.84], [4.82, 1.91, 4.10], [0.78, 0.77, 3.77], [0.43, -0.33, 2.74], [0.68, 0.59, 2.83], [-0.97, -0.99, -2.30], [-0.47, -0.32, -3.59], [-1.19, -0.84, -3.23], [-2.67, 0.18, 0.54], [-1.59, 1.18, 0.98], [-1.72, 0.28, 0.66], [-3.47, -0.57, -4.89], [-3.68, -0.97, -3.49], [-3.91, -1.27, -4.37], [1.52, 0.02, -0.74], [2.93, 0.49, -0.43], [2.01, 0.75, -0.35], [-0.27, -2.68, -0.64], [-0.34, -1.46, 0.19], [0.26, -1.91, -0.42]]}

---

Stability comparison, relative energies in kcal/mol: one 0.0; two 3.3

---

--- one ---
{"formula": "C19H32N2O3", "method": "ωB97M-V/def2-TZVPD", "smiles": "CCOC(=O)c1cc(C(C)(C)C)n(CCCN2CCOCC2)c1C", "multiplicity": 1, "elements": ["C", "C", "H", "H", "O", "C", "O", "C", "C", "N", "C", "C", "H", "C", "C", "H", "H", "H", "C", "H", "H", "H", "C", "H", "H", "H", "C", "H", "H", "C", "H", "H", "C", "N", "C", "C", "O", "C", "C", "H", "H", "H", "H", "H", "H", "H", "H", "H", "H", "C", "H", "H", "H", "H", "H", "H"], "coordinates": [[-5.82, -2.74, 1.31], [-5.68, -2.09, -0.06], [-5.53, -2.86, -0.83], [-6.57, -1.50, -0.30], [-4.60, -1.17, -0.10], [-3.37, -1.69, -0.33], [-3.19, -2.87, -0.51], [-2.35, -0.65, -0.33], [-1.00, -0.82, -0.55], [-0.40, 0.40, -0.47], [-1.36, 1.37, -0.20], [-2.56, 0.73, -0.11], [-3.52, 1.17, 0.08], [-1.12, 2.86, -0.12], [-0.71, 3.41, -1.50], [-1.45, 3.14, -2.24], [-0.64, 4.50, -1.45], [0.25, 3.03, -1.83], [-2.44, 3.54, 0.26], [-2.80, 3.18, 1.22], [-3.21, 3.36, -0.49], [-2.29, 4.62, 0.33], [-0.09, 3.25, 0.95], [-0.11, 4.32, 1.10], [-0.34, 2.77, 1.89], [0.92, 2.97, 0.68], [1.03, 0.56, -0.57], [1.25, 1.58, -0.88], [1.40, -0.11, -1.35], [1.73, 0.27, 0.76], [1.72, -0.80, 0.97], [1.15, 0.75, 1.56], [3.18, 0.81, 0.83], [4.26, -0.02, 0.39], [4.40, -0.36, -1.01], [3.85, -1.75, -1.35], [4.43, -2.74, -0.52], [4.16, -2.48, 0.83], [4.71, -1.11, 1.25], [4.45, -0.89, 2.28], [5.81, -1.15, 1.17], [4.65, -3.27, 1.40], [3.08, -2.53, 1.02], [4.11, -2.03, -2.37], [2.76, -1.78, -1.24], [3.91, 0.40, -1.62], [5.47, -0.36, -1.24], [3.23, 1.74, 0.25], [3.39, 1.06, 1.87], [-0.27, -2.08, -0.87], [0.22, -2.01, -1.84], [-1.00, -2.88, -0.91], [0.47, -2.32, -0.12], [-6.69, -3.39, 1.32], [-5.93, -1.98, 2.08], [-4.93, -3.34, 1.52]]}

---

--- two ---
{"formula": "C19H32N2O3", "method": "ωB97M-V/def2-TZVPD", "smiles": "CCCCNC(=O)O[C@H]1C[C@@H]2CCN3C(=O)CCC(C)(C)[C@H](C1)[C@H]23", "multiplicity": 1, "elements": ["C", "C", "C", "H", "H", "C", "N", "C", "O", "O", "C", "C", "H", "H", "C", "C", "C", "N", "C", "O", "C", "C", "H", "H", "C", "C", "H", "H", "H", "C", "H", "H", "H", "C", "C", "H", "H", "C", "H", "H", "H", "H", "H", "H", "H", "H", "H", "H", "H", "H", "H", "H", "H", "H", "H", "H"], "coordinates": [[-6.44, -1.35, -1.38], [-5.28, -0.52, -0.83], [-5.73, 0.38, 0.32], [-6.54, 1.04, -0.01], [-6.12, -0.24, 1.14], [-4.59, 1.25, 0.85], [-3.51, 0.47, 1.40], [-2.34, 0.29, 0.75], [-2.01, 0.89, -0.25], [-1.60, -0.63, 1.40], [-0.28, -0.94, 0.93], [-0.35, -1.63, -0.44], [-0.84, -2.60, -0.32], [-0.97, -1.03, -1.10], [1.03, -1.83, -1.06], [1.83, -2.95, -0.37], [3.25, -2.41, -0.33], [3.07, -0.98, -0.18], [3.91, -0.30, 0.64], [4.75, -0.90, 1.29], [3.82, 1.21, 0.73], [3.35, 1.91, -0.54], [3.74, 2.94, -0.53], [3.79, 1.41, -1.40], [1.82, 1.99, -0.69], [1.53, 2.44, -2.13], [0.46, 2.62, -2.26], [1.84, 1.69, -2.85], [2.06, 3.36, -2.36], [1.25, 3.07, 0.24], [0.17, 3.08, 0.17], [1.54, 2.91, 1.27], [1.62, 4.05, -0.06], [1.13, 0.63, -0.47], [0.65, 0.29, 0.95], [0.10, 1.12, 1.38], [1.50, 0.07, 1.60], [1.93, -0.56, -0.99], [2.29, -0.34, -2.00], [0.22, 0.69, -1.08], [4.83, 1.53, 0.98], [3.19, 1.47, 1.58], [3.77, -2.62, -1.27], [3.84, -2.79, 0.50], [1.46, -3.10, 0.65], [1.76, -3.90, -0.90], [0.88, -2.10, -2.11], [0.06, -1.66, 1.69], [-3.70, -0.14, 2.18], [-4.97, 1.93, 1.63], [-4.16, 1.84, 0.04], [-4.49, -1.18, -0.49], [-4.87, 0.11, -1.63], [-7.23, -0.70, -1.75], [-6.85, -1.98, -0.60], [-6.10, -1.98, -2.20]]}

---

Stability comparison, relative energies in kcal/mol: one 47.7; two 0.0

---

--- one ---
{"formula": "C2H3ClIN", "method": "ωB97M-V/def2-TZVPD", "smiles": "C/N=C(/Cl)I", "multiplicity": 1, "elements": ["C", "C", "N", "Cl", "I", "H", "H", "H"], "coordinates": [[2.32, -1.24, -0.07], [0.19, -0.16, -0.05], [1.10, -1.24, -0.06], [3.33, -2.56, -0.06], [3.61, 0.79, 0.00], [-0.79, -0.56, -0.32], [0.49, 0.63, -0.74], [0.14, 0.27, 0.96]]}

---

--- two ---
{"formula": "C2H3ClIN", "method": "ωB97M-V/def2-TZVPD", "multiplicity": 1, "elements": ["C", "C", "N", "Cl", "I", "H", "H", "H"], "coordinates": [[0.15, 0.62, -0.87], [2.05, 0.29, -2.39], [1.29, 0.42, -1.37], [0.03, 1.28, 0.71], [-0.87, 2.48, 3.45], [2.55, -0.68, -2.61], [2.18, 1.06, -3.12], [-1.44, 2.44, 4.91]]}

---

Stability comparison, relative energies in kcal/mol: one 0.0; two 51.8

---

--- one ---
{"formula": "C3H9N2", "method": "ωB97M-V/def2-TZVPD", "charge": 2, "s2": 0.81, "multiplicity": 2, "elements": ["C", "C", "N", "C", "N", "H", "H", "H", "H", "H", "H", "H", "H", "H"], "coordinates": [[1.55, -1.09, 0.78], [1.27, 0.01, -0.35], [-2.37, 0.96, -0.39], [-1.35, -0.06, -0.42], [-0.13, 0.53, -0.30], [0.80, -1.96, 0.78], [2.57, -1.45, 0.47], [1.67, -0.53, 1.73], [1.86, 0.97, -0.17], [1.39, -0.49, -1.27], [-3.18, 0.71, 0.12], [-2.34, 1.90, -0.75], [-1.60, -1.09, -0.09], [-0.15, 1.58, -0.12]]}

---

--- two ---
{"formula": "C3H9N2", "method": "ωB97M-V/def2-TZVPD", "charge": 2, "s2": 0.78, "multiplicity": 2, "elements": ["C", "N", "H", "H", "H", "H", "C", "C", "N", "H", "H", "H", "H", "H"], "coordinates": [[-0.59, -0.33, -1.27], [-1.15, 0.69, -1.92], [0.41, -0.61, -1.61], [-1.21, -1.16, -0.87], [-2.10, 0.71, -2.03], [-0.63, 1.25, -2.54], [0.53, 1.03, 1.13], [0.73, -1.37, 1.21], [0.33, -0.31, 0.61], [1.08, 0.91, 2.13], [-0.52, 1.25, 1.52], [1.04, 1.77, 0.55], [0.61, -2.42, 1.03], [1.47, -1.42, 2.07]]}

---

Stability comparison, relative energies in kcal/mol: one 0.0; two 13.3

---

--- one ---
{"formula": "CH8N2O2", "method": "ωB97M-V/def2-TZVPD", "multiplicity": 1, "elements": ["C", "O", "O", "H", "H", "H", "H", "N", "N", "H", "H", "H", "H"], "coordinates": [[0.36, 1.29, 1.19], [1.24, 0.22, 1.24], [0.12, 1.74, -0.16], [0.80, -0.54, 0.80], [0.98, 1.96, -0.55], [0.80, 2.10, 1.78], [-0.63, 1.05, 1.57], [-0.39, -1.58, -0.29], [-1.18, -0.75, -0.94], [-0.91, 0.23, -0.97], [-0.09, -2.54, -0.91], [0.76, -2.08, -1.15], [-1.86, -1.10, -1.61]]}

---

--- two ---
{"formula": "CH8N2O2", "method": "ωB97M-V/def2-TZVPD", "smiles": "[H]/N=C/N.O.O", "multiplicity": 1, "elements": ["N", "C", "N", "H", "H", "H", "H", "H", "H", "O", "H", "H", "O"], "coordinates": [[-0.41, 0.70, 2.01], [-0.84, 1.29, 0.85], [-0.39, 0.88, -0.29], [-0.16, -0.28, 1.97], [-0.53, 1.17, 2.88], [-1.37, 2.23, 1.06], [-1.16, 0.96, -0.96], [0.90, 0.64, -3.48], [0.96, -0.70, -2.76], [0.74, -0.31, -3.60], [1.07, -2.13, 0.07], [0.64, -2.58, 1.44], [0.54, -1.85, 0.83]]}

---

Stability comparison, relative energies in kcal/mol: one 84.3; two 0.0

---

--- one ---
{"formula": "C20H31Cl2N9", "method": "ωB97M-V/def2-TZVPD", "smiles": "ClCCCl.CC#N.CC#N.CC#N.CC#N.CC#N.CC#N.CC#N.CC#N.CC#N", "multiplicity": 1, "elements": ["C", "C", "N", "H", "H", "H", "C", "C", "N", "H", "H", "H", "C", "C", "N", "H", "H", "H", "C", "C", "N", "H", "H", "H", "C", "C", "N", "H", "H", "H", "C", "C", "N", "H", "H", "H", "C", "C", "N", "H", "H", "H", "C", "C", "N", "H", "H", "H", "C", "C", "N", "H", "H", "H", "Cl", "C", "C", "Cl", "H", "H", "H", "H"], "coordinates": [[4.53, -1.92, -0.19], [3.19, -1.99, 0.37], [2.16, -2.03, 0.84], [5.16, -2.62, 0.34], [4.91, -0.92, -0.04], [4.50, -2.17, -1.25], [-1.37, 3.50, 3.71], [-0.70, 4.45, 4.60], [-0.18, 5.21, 5.30], [-2.24, 3.98, 3.26], [-1.67, 2.65, 4.32], [-0.69, 3.19, 2.93], [-1.18, -1.40, 1.16], [-0.94, -0.12, 0.59], [-0.75, 0.87, 0.10], [-2.22, -1.61, 1.27], [-0.60, -1.52, 2.07], [-0.76, -2.13, 0.47], [1.46, -2.49, 4.62], [1.98, -1.80, 5.75], [2.41, -1.26, 6.65], [1.61, -3.56, 4.75], [1.93, -2.12, 3.72], [0.38, -2.33, 4.59], [2.69, 2.01, 2.30], [1.81, 1.77, 3.42], [1.18, 1.59, 4.33], [3.68, 1.66, 2.53], [2.65, 3.04, 2.00], [2.32, 1.41, 1.45], [0.85, -3.86, -2.02], [-0.01, -3.98, -3.24], [-0.68, -4.03, -4.14], [1.63, -3.13, -2.18], [1.32, -4.81, -1.79], [0.21, -3.56, -1.18], [-4.51, -3.91, -2.52], [-3.68, -3.15, -1.66], [-3.05, -2.51, -0.99], [-5.51, -3.45, -2.57], [-4.64, -4.93, -2.17], [-4.14, -3.91, -3.55], [2.04, 3.94, -0.53], [1.55, 4.83, -1.54], [1.22, 5.49, -2.37], [3.10, 3.81, -0.72], [1.51, 3.00, -0.63], [1.87, 4.36, 0.45], [-3.48, 1.93, -1.48], [-4.41, 1.58, -2.52], [-5.12, 1.32, -3.37], [-3.97, 2.04, -0.53], [-2.98, 2.84, -1.78], [-2.77, 1.11, -1.40], [-1.85, -0.65, -4.13], [-0.87, 0.76, -3.60], [0.50, 0.64, -4.24], [1.53, 2.02, -3.76], [-0.90, 0.77, -2.53], [-1.36, 1.65, -3.98], [0.38, 0.73, -5.31], [0.98, -0.30, -4.00]]}

---

--- two ---
{"formula": "C20H31Cl2N9", "method": "ωB97M-V/def2-TZVPD", "smiles": "ClCCCl.CC#N.CC#N.CC#N.CC#N.CC#N.CC#N.CC#N.CC#N.CC#N", "multiplicity": 1, "elements": ["C", "C", "N", "H", "H", "H", "C", "C", "N", "H", "H", "H", "C", "C", "N", "H", "H", "H", "C", "C", "N", "H", "H", "H", "C", "C", "N", "H", "H", "H", "C", "C", "N", "H", "H", "H", "C", "C", "N", "H", "H", "H", "C", "C", "N", "H", "H", "H", "C", "C", "N", "H", "H", "H", "Cl", "C", "C", "Cl", "H", "H", "H", "H"], "coordinates": [[1.41, 4.31, -6.87], [1.87, 5.51, -6.15], [2.22, 6.48, -5.66], [0.48, 3.90, -6.48], [2.08, 3.47, -6.71], [1.39, 4.65, -7.91], [-4.98, -4.52, 1.28], [-5.49, -3.59, 0.27], [-5.95, -2.81, -0.47], [-4.76, -5.47, 0.79], [-5.65, -4.62, 2.13], [-3.96, -4.23, 1.57], [2.72, 4.75, 2.20], [4.06, 4.76, 2.65], [5.21, 4.72, 3.02], [2.25, 3.79, 2.45], [2.67, 4.79, 1.11], [2.22, 5.61, 2.64], [-1.03, 0.02, -2.21], [-0.95, -0.32, -0.78], [-0.82, -0.63, 0.32], [-1.52, -0.85, -2.65], [0.02, 0.12, -2.49], [-1.51, 0.97, -2.45], [-6.38, 4.99, -4.35], [-5.28, 5.78, -4.95], [-4.33, 6.38, -5.34], [-6.19, 3.94, -4.57], [-7.43, 5.25, -4.49], [-6.30, 5.12, -3.27], [-5.62, 3.42, 3.77], [-5.83, 4.30, 4.90], [-6.00, 5.02, 5.79], [-6.42, 2.68, 3.78], [-4.69, 2.88, 3.91], [-5.58, 4.03, 2.86], [-0.85, -1.01, 7.85], [-0.26, 0.29, 7.53], [0.21, 1.31, 7.27], [-0.04, -1.47, 8.41], [-1.06, -1.63, 6.98], [-1.78, -0.86, 8.39], [8.51, 0.24, -0.70], [7.18, 0.74, -1.17], [6.15, 1.13, -1.53], [8.71, 0.73, 0.26], [9.32, 0.45, -1.39], [8.50, -0.84, -0.56], [0.77, -7.89, -5.16], [0.03, -7.22, -4.10], [-0.50, -6.66, -3.25], [0.25, -8.81, -5.41], [1.81, -8.15, -4.98], [0.71, -7.24, -6.03], [2.28, -5.31, 3.90], [3.66, -4.46, 3.16], [3.98, -4.70, 1.73], [4.28, -6.49, 1.40], [4.47, -4.82, 3.80], [3.66, -3.40, 3.40], [4.89, -4.16, 1.47], [3.19, -4.35, 1.07]]}

---

Stability comparison, relative energies in kcal/mol: one 0.0; two 33.9